1.
114
Properties=species:S:1:pos:R:3:forces:R:3:mulliken_charge:R:1 method="wB97M-V/def2-TZVPD" charge=+1 homo_lumo_gap_ev=6.60 e_lumo_ev=-2.775 de_lowest_ev=1.2118 homo_ev=-9.37 largest_force_ev_per_a=2.53
Ti 0.066 0.064 -0.086 -0.16 -0.48 -0.76 -1.1233
C -0.814 -2.056 1.576 0.02 -0.86 -0.22 -1.2525
N -1.270 -0.657 1.570 0.09 0.04 0.17 1.1774
C -2.704 -0.640 1.263 -0.66 0.00 -0.27 -1.7254
C -2.937 -0.634 -0.220 -0.30 -0.10 0.25 0.8746
C -4.034 -1.271 -0.786 0.09 0.15 -0.06 -1.0295
C -4.236 -1.159 -2.149 0.15 0.11 0.20 -0.6062
C -3.344 -0.396 -2.889 0.06 0.01 0.18 -1.2677
C -2.272 0.197 -2.244 -0.18 0.11 -0.46 -0.1671
N -2.064 0.079 -0.931 -0.36 -0.05 0.34 0.5335
C -1.007 -0.043 2.878 0.06 0.32 0.49 -1.8696
C 0.267 0.757 2.926 0.00 0.06 0.49 0.7216
C 0.892 0.982 4.148 -0.06 0.07 -0.24 -0.8920
C 2.003 1.807 4.190 -0.08 -0.02 -0.24 -0.7085
C 2.444 2.380 3.007 -0.08 -0.05 -0.06 -1.0563
C 1.772 2.084 1.830 0.16 0.30 0.06 -0.2296
N 0.706 1.285 1.784 0.01 -0.02 0.36 0.9053
C 0.662 -2.097 1.795 0.08 0.12 0.58 0.6119
C 1.259 -2.976 2.694 0.04 0.22 -0.02 -0.7230
C 2.628 -2.936 2.873 -0.22 0.34 -0.25 -1.4547
C 3.353 -1.966 2.181 -0.18 -0.15 0.16 -1.8910
C 2.681 -1.090 1.362 0.09 0.14 -0.07 -0.6242
N 1.356 -1.155 1.146 0.23 -0.91 0.59 2.9875
H -1.031 -2.499 0.578 -0.03 0.03 0.42 -0.3077
H -1.347 -2.644 2.341 0.14 0.18 -0.06 1.0383
H -3.154 0.286 1.639 0.24 -0.23 0.01 0.6096
H -3.213 -1.495 1.732 0.12 0.16 -0.06 0.4776
H -4.706 -1.842 -0.163 0.00 -0.08 0.04 0.5437
H -5.065 -1.661 -2.622 -0.09 -0.02 -0.07 0.4581
H -3.471 -0.280 -3.953 0.07 0.07 -0.09 0.4886
H -1.549 0.783 -2.803 -0.04 -0.09 0.14 0.5991
H -0.995 -0.804 3.673 -0.05 0.12 -0.18 0.5201
H -1.805 0.668 3.119 0.07 -0.22 -0.13 0.8044
H 0.503 0.519 5.042 -0.03 -0.05 0.08 0.5608
H 2.512 2.003 5.121 0.03 0.01 0.08 0.4614
H 3.296 3.042 2.996 0.04 0.04 -0.07 0.5345
H 2.095 2.521 0.890 -0.01 -0.05 0.05 0.3797
H 0.642 -3.681 3.230 -0.04 -0.04 0.00 0.7527
H 3.124 -3.629 3.528 0.07 -0.07 0.16 0.6195
H 4.421 -1.891 2.299 0.15 0.06 -0.03 0.6059
H 3.204 -0.281 0.870 -0.01 -0.09 -0.01 0.5745
O -1.626 3.036 -2.015 0.26 0.00 0.43 -0.5420
C -1.135 2.718 -0.957 -0.66 0.57 -0.24 -0.6301
N -0.004 1.916 -0.859 0.23 -0.11 -0.57 1.3070
C 1.106 2.445 -1.414 0.52 0.57 -0.20 -0.2766
O 1.315 3.631 -1.610 0.03 -0.21 -0.13 -0.6850
C 2.100 1.396 -1.814 0.50 0.28 -0.48 0.4496
C 2.945 1.657 -2.891 -0.08 -0.08 0.24 -0.9675
C 3.707 0.622 -3.397 -0.20 0.02 0.19 -0.8232
C 3.614 -0.626 -2.789 -0.08 0.16 0.13 -0.9488
C 2.781 -0.779 -1.694 0.25 -0.33 -0.04 -0.0216
N 2.025 0.211 -1.211 0.18 0.97 -0.16 1.0829
C -1.709 3.241 0.324 -0.25 0.60 0.00 0.3718
C -1.696 4.626 0.490 0.00 -0.16 0.07 -1.0268
C -2.265 5.155 1.634 0.06 -0.13 -0.04 -0.4881
C -2.867 4.292 2.537 0.11 0.04 -0.11 -1.1883
C -2.839 2.936 2.265 -0.12 0.13 0.15 0.1834
N -2.250 2.403 1.201 0.21 -0.10 -0.24 0.2466
H 2.944 2.654 -3.304 0.01 0.04 -0.06 0.6227
H 4.343 0.772 -4.256 0.08 0.02 -0.08 0.4568
H 4.171 -1.466 -3.176 -0.01 -0.08 0.12 0.4792
H 2.699 -1.742 -1.200 -0.08 0.08 -0.04 0.6296
H -1.237 5.250 -0.262 0.00 0.01 -0.05 0.5343
H -2.248 6.219 1.812 -0.03 0.11 0.01 0.4557
H -3.336 4.667 3.429 -0.13 0.00 0.14 0.4467
H -3.340 2.241 2.929 -0.01 -0.04 0.16 0.4000
C -0.480 -2.326 -3.336 -0.10 0.08 0.37 -1.8289
C -0.564 -2.240 -1.822 -0.96 -2.18 -0.84 0.5590
O -1.134 -3.151 -1.167 -0.25 0.52 -0.89 -0.6351
N 0.004 -1.234 -1.244 0.48 0.87 1.10 1.1127
Te 1.101 -4.612 -0.395 0.71 -0.92 0.12 0.3054
C 0.340 -6.618 -0.223 0.03 0.36 -0.09 0.1815
C -0.621 -6.947 0.733 -0.10 0.14 0.05 1.3030
C -1.370 -5.928 1.544 0.04 0.03 -0.11 -1.7774
C -0.924 -8.282 0.964 0.07 -0.02 -0.12 -0.9125
C -0.325 -9.300 0.241 0.03 0.07 0.04 0.7810
C -0.634 -10.738 0.520 -0.03 0.00 -0.04 -1.6817
C 0.562 -8.945 -0.765 -0.04 0.03 0.09 -0.7052
C 0.905 -7.622 -1.012 0.04 -0.08 -0.14 0.5253
C 1.874 -7.336 -2.120 0.01 0.07 -0.08 -1.8062
C 3.083 -5.093 0.348 -0.28 -0.02 -0.09 0.1075
C 3.243 -5.629 1.631 -0.10 -0.10 0.09 0.7648
C 2.088 -6.178 2.406 0.02 -0.02 0.04 -0.9908
C 4.502 -5.680 2.217 0.05 0.00 -0.09 -0.6136
C 5.630 -5.224 1.557 -0.06 0.07 -0.04 0.5914
C 6.975 -5.236 2.216 -0.01 -0.07 -0.05 -1.7382
C 5.475 -4.776 0.254 -0.02 0.03 0.16 -0.7966
C 4.230 -4.714 -0.358 -0.05 0.09 -0.21 1.0958
C 4.200 -4.295 -1.803 -0.11 0.10 0.00 -1.8991
H -1.413 -2.716 -3.728 -0.07 -0.05 -0.10 0.3742
H 0.319 -3.017 -3.598 0.11 -0.13 0.01 0.2805
H -0.251 -1.350 -3.755 -0.01 0.04 -0.13 0.3445
H -1.207 -4.929 1.145 -0.09 0.08 0.13 -0.1831
H -1.064 -5.969 2.591 0.01 0.09 0.07 0.3422
H -2.436 -6.149 1.505 -0.06 0.05 0.03 0.6505
H -1.646 -8.526 1.731 -0.11 -0.04 0.07 0.4088
H -1.242 -10.838 1.416 -0.02 -0.06 0.05 0.3540
H 0.285 -11.307 0.653 0.02 -0.08 0.03 0.3790
H -1.179 -11.180 -0.313 -0.04 -0.08 -0.04 0.3397
H 1.006 -9.723 -1.368 0.09 -0.10 -0.11 0.5032
H 1.760 -8.065 -2.919 0.05 -0.07 -0.01 0.5591
H 2.898 -7.389 -1.751 0.12 0.06 -0.03 0.2657
H 1.708 -6.340 -2.533 0.09 -0.08 -0.02 0.1399
H 2.308 -6.206 3.470 0.01 0.00 0.14 0.4505
H 1.870 -7.194 2.081 -0.09 -0.08 0.00 0.4010
H 1.195 -5.585 2.231 -0.10 -0.04 0.07 -0.5869
H 4.597 -6.077 3.220 0.00 -0.04 0.09 0.4495
H 6.878 -5.362 3.292 0.06 -0.01 0.07 0.3828
H 7.514 -4.312 2.018 0.07 0.03 0.01 0.3938
H 7.571 -6.060 1.827 0.13 -0.04 0.03 0.3504
H 6.350 -4.459 -0.298 0.08 0.05 -0.10 0.4639
H 4.946 -3.526 -1.994 0.06 0.05 -0.05 0.5159
H 3.218 -3.932 -2.105 0.08 -0.03 -0.08 0.0353
H 4.448 -5.156 -2.426 -0.04 0.01 -0.11 0.4630

2.
39
Properties=species:S:1:pos:R:3:forces:R:3:mulliken_charge:R:1 method="wB97M-V/def2-TZVPD" charge=0 homo_lumo_gap_ev="6.46 / 6.60" e_lumo_ev="-0.787 / -0.840" de_lowest_ev=0.0000 homo_ev="-7.25 / -7.44" largest_force_ev_per_a=6.69
Os -0.021 -0.377 0.286 3.59 2.50 4.81 0.3269
Cl -5.352 -2.903 -3.771 -0.08 -0.02 -0.07 -0.2246
C -4.309 -2.451 -2.463 0.16 0.03 0.03 0.4851
C -3.092 -1.858 -2.740 0.04 -0.02 -0.18 -0.8940
C -2.291 -1.494 -1.678 -0.57 -0.25 0.37 0.7561
Cl -0.713 -0.800 -1.909 -0.20 -0.18 -1.32 -0.3554
C -2.636 -1.680 -0.330 0.17 -0.10 -0.22 0.0226
O -1.883 -1.274 0.648 1.16 0.39 0.29 -0.7892
C -3.864 -2.346 -0.113 0.08 0.08 -0.04 0.4393
Cl -4.302 -2.716 1.514 -0.07 0.03 0.05 -0.1996
C -4.693 -2.712 -1.154 0.08 0.09 0.03 -0.7346
H -2.780 -1.690 -3.761 0.01 0.02 -0.02 0.4280
H -5.637 -3.194 -0.948 0.00 -0.04 0.02 0.4317
C 0.880 -0.067 1.907 -4.08 -1.79 -5.00 -0.8507
C 1.320 0.098 3.218 1.07 0.42 1.95 1.1911
C 0.380 0.441 4.224 0.07 -0.23 -0.84 -0.4009
C 0.758 0.525 5.544 0.15 0.05 0.42 -0.4944
C 2.080 0.305 5.918 -0.10 -0.01 -0.30 -0.3485
C 3.026 0.003 4.945 0.15 0.02 0.39 -0.5489
C 2.664 -0.097 3.621 -0.53 -0.07 -0.59 -0.2658
H -0.646 0.596 3.919 -0.03 0.03 0.04 0.4464
H 0.027 0.762 6.306 -0.05 0.01 -0.06 0.3777
H 2.370 0.365 6.958 0.00 0.01 0.02 0.3802
H 4.052 -0.172 5.243 0.02 0.02 -0.07 0.3700
H 3.400 -0.345 2.867 0.01 -0.05 0.00 0.4197
N 1.833 1.371 -0.579 -0.80 -0.76 0.38 -0.4818
C 1.475 2.419 -1.494 -0.29 0.08 -0.22 0.3418
C 2.430 3.067 -2.267 -0.01 -0.15 0.12 -0.5231
C 2.043 4.060 -3.154 0.01 -0.03 0.03 -0.5168
C 0.706 4.404 -3.272 0.01 0.11 -0.08 -0.4296
C -0.248 3.766 -2.491 0.10 0.05 -0.03 -0.7074
C 0.136 2.775 -1.603 -0.01 -0.04 0.12 0.0311
H 2.733 0.973 -0.819 -0.05 -0.12 0.08 0.2043
H 1.888 1.736 0.366 0.02 -0.06 0.02 0.3478
H 3.474 2.798 -2.159 0.02 0.01 -0.05 0.3158
H 2.792 4.570 -3.745 -0.01 -0.01 -0.04 0.3655
H 0.411 5.176 -3.969 -0.03 0.01 0.00 0.3731
H -1.290 4.043 -2.582 -0.03 -0.03 0.04 0.3771
H -0.585 2.263 -0.976 0.00 0.01 -0.06 0.3339

3.
41
Properties=species:S:1:pos:R:3:forces:R:3:mulliken_charge:R:1 method="wB97M-V/def2-TZVPD" charge=0 homo_lumo_gap_ev=8.71 e_lumo_ev=-1.200 smiles="O=C(Cl)CC1=CC(=O)c2cccc(CCC(F)(F)C(F)(F)C(F)(F)C(F)(F)F)c2C1=O" homo_ev=-9.91 largest_force_ev_per_a=0.31
O 0.390 -2.774 2.376 0.05 -0.10 -0.14 -0.4262
C 0.986 -3.071 1.400 0.05 0.11 0.25 0.5493
Cl 0.132 -3.661 -0.045 -0.02 -0.01 -0.11 -0.1796
C 2.489 -2.968 1.198 -0.04 0.11 0.09 -1.1189
C 2.805 -1.774 0.337 0.06 0.00 -0.08 0.6530
C 3.446 -1.830 -0.831 -0.11 0.01 0.21 -0.7636
C 3.720 -0.572 -1.585 -0.24 -0.08 0.04 -0.0192
O 4.634 -0.476 -2.367 0.03 -0.08 -0.16 -0.5746
C 2.748 0.542 -1.343 -0.01 0.05 0.19 0.3868
C 2.520 1.483 -2.331 -0.06 0.09 -0.01 -0.7949
C 1.561 2.463 -2.115 -0.05 0.00 0.12 -0.8789
C 0.856 2.505 -0.919 0.07 0.03 -0.07 -0.5153
C 1.098 1.594 0.107 0.12 -0.15 0.04 0.6219
C 0.324 1.667 1.403 -0.13 0.18 0.07 -0.9478
C -1.184 1.911 1.256 0.12 0.09 -0.03 -1.3410
C -1.877 0.867 0.390 -0.03 -0.11 0.00 1.2615
F -1.152 -0.287 0.308 -0.13 0.16 0.01 -0.2671
F -2.032 1.333 -0.883 -0.01 -0.10 0.10 -0.3399
C -3.275 0.477 0.929 0.11 -0.14 0.05 0.4700
F -4.051 1.582 0.952 0.10 -0.10 -0.06 -0.3120
F -3.105 0.053 2.205 -0.09 0.07 -0.09 -0.2900
C -4.061 -0.674 0.220 -0.10 0.05 0.00 0.5482
F -3.455 -1.846 0.477 -0.06 0.15 -0.06 -0.2398
F -5.287 -0.687 0.790 0.15 -0.02 -0.02 -0.2961
C -4.288 -0.576 -1.315 0.01 0.02 -0.16 0.6298
F -4.685 0.655 -1.657 0.11 -0.28 0.06 -0.2410
F -5.244 -1.442 -1.663 0.17 0.14 0.06 -0.2608
F -3.178 -0.890 -1.987 -0.21 0.14 0.18 -0.2147
C 2.063 0.608 -0.121 0.09 -0.06 -0.14 0.7729
C 2.418 -0.428 0.890 -0.06 -0.08 -0.29 0.4846
O 2.418 -0.239 2.083 -0.03 -0.05 0.18 -0.5888
H 2.858 -3.881 0.733 -0.01 0.04 0.02 0.4385
H 2.920 -2.837 2.194 -0.01 0.00 -0.09 0.2893
H 3.800 -2.772 -1.238 0.11 0.15 -0.05 0.4328
H 3.071 1.430 -3.261 0.01 -0.02 0.04 0.4887
H 1.346 3.196 -2.883 0.03 -0.04 0.02 0.4229
H 0.098 3.268 -0.781 0.04 -0.03 -0.04 0.3516
H 0.734 2.490 1.998 -0.05 -0.08 0.02 0.4918
H 0.466 0.770 2.001 0.06 0.06 -0.10 0.3986
H -1.405 2.888 0.823 -0.04 -0.09 -0.01 0.3933
H -1.622 1.903 2.254 -0.01 -0.03 -0.05 0.5245

4.
106
Properties=species:S:1:pos:R:3:forces:R:3:mulliken_charge:R:1 method="wB97M-V/def2-TZVPD" charge=0 homo_lumo_gap_ev=9.58 e_lumo_ev=-0.148 smiles="C[C@@H](O)CO[C@@H]1OS(=O)(=O)[C@@H](CC(=O)O)[C@@H](I)[C@@]1(COc1ccccc1)CB(O)O.CCOP(=O)(OCC)OCC.CCOP(=O)(OCC)OCC" homo_ev=-9.72 largest_force_ev_per_a=6.75
C 0.605 -1.886 -0.912 -0.35 0.64 -0.55 -1.5272
C 0.270 -1.058 -2.168 -0.73 0.11 0.16 2.1578
O 1.264 -1.110 -3.175 0.14 0.14 -0.10 -0.5704
C -1.097 -1.478 -2.738 0.91 -0.84 -0.49 -0.8572
O -1.622 -0.508 -3.644 -0.22 -0.02 1.03 -0.5223
C -2.540 0.374 -3.082 0.13 0.12 -1.29 -0.9060
O -2.200 0.707 -1.717 -1.10 -0.29 -0.21 0.0105
S -3.221 0.388 -0.549 0.02 -0.37 4.20 1.7425
O -3.052 -0.919 0.021 0.23 -0.79 -1.59 -0.7437
O -2.996 1.384 0.458 -0.09 0.92 -1.00 -0.7351
C -4.960 0.492 -1.061 -0.03 1.59 -1.54 0.1317
C -5.782 1.482 -0.214 0.05 -0.78 0.26 -0.7140
C -6.467 0.761 0.933 -0.07 -0.08 0.59 0.2748
O -7.558 1.042 1.314 -0.73 0.40 -0.16 -0.5600
O -5.797 -0.282 1.516 0.69 0.03 -0.99 -0.4129
C -5.000 0.897 -2.576 0.59 -1.02 1.65 -1.8509
I -4.527 2.997 -2.733 -0.15 -0.01 -0.30 0.1940
C -4.020 -0.016 -3.349 -0.57 0.90 -1.43 2.6072
C -4.355 -1.491 -3.104 0.25 -0.33 0.83 -2.2615
O -3.725 -2.375 -4.033 -0.46 0.07 0.05 -0.2347
C -4.182 -3.665 -3.772 0.01 -0.54 0.05 0.1650
C -3.472 -4.468 -2.892 0.45 0.21 0.18 0.1973
C -3.914 -5.746 -2.578 -0.38 0.29 -0.30 -0.8262
C -5.092 -6.200 -3.158 -0.25 -0.51 0.03 -0.3361
C -5.809 -5.417 -4.053 0.28 0.48 0.09 -0.7893
C -5.350 -4.140 -4.354 0.07 0.36 -0.15 -0.1405
C -4.216 0.313 -4.865 0.60 -0.99 -0.58 -2.2194
B -5.589 -0.211 -5.483 0.40 0.66 0.06 0.5992
O -6.735 0.558 -5.342 0.17 -0.59 0.85 -0.5901
O -5.645 -1.401 -6.142 -0.30 0.18 -0.31 -0.6429
H 1.666 -2.129 -0.925 -0.07 -0.17 0.14 0.5028
H -0.039 -2.769 -0.890 0.34 -0.20 0.18 0.3422
H 0.382 -1.276 -0.035 0.04 -0.22 0.11 0.2730
H 0.166 0.000 -1.926 0.35 -0.04 0.09 -0.9623
H 1.321 -2.000 -3.539 -0.05 -0.05 0.10 0.3799
H -0.893 -2.370 -3.346 -0.22 0.05 -0.03 0.6878
H -1.790 -1.802 -1.959 -0.09 0.42 0.04 -0.1079
H -2.391 1.289 -3.657 0.03 0.17 0.39 0.7016
H -5.399 -0.492 -0.912 0.44 -0.19 -0.23 0.5118
H -5.220 2.351 0.120 0.14 -0.18 0.15 0.4348
H -6.603 1.856 -0.830 0.05 0.02 0.02 0.4449
H -6.349 -1.069 1.431 -0.14 0.03 0.57 0.3295
H -6.033 0.775 -2.893 0.13 0.16 -0.39 0.7945
H -5.439 -1.686 -3.112 -0.01 0.35 -0.22 0.8501
H -4.027 -1.793 -2.099 -0.04 0.07 -0.04 0.6862
H -2.567 -4.060 -2.454 -0.03 -0.10 0.03 0.3310
H -3.379 -6.372 -1.876 0.07 0.06 -0.04 0.4296
H -5.470 -7.185 -2.906 0.07 0.03 -0.01 0.3695
H -6.733 -5.752 -4.505 0.07 -0.17 0.07 0.4103
H -5.878 -3.478 -5.032 -0.09 -0.16 0.01 0.4660
H -4.023 1.367 -5.072 -0.23 0.04 0.21 0.3490
H -3.409 -0.234 -5.372 -0.03 0.13 -0.02 0.3591
H -7.432 0.018 -4.949 -0.40 0.14 -0.58 0.3259
H -4.768 -1.717 -6.383 0.01 -0.23 0.33 0.3428
C 3.060 6.112 3.695 -0.12 0.01 -0.11 -1.1403
C 3.929 5.165 2.888 0.12 0.22 0.25 -0.3866
O 3.147 4.154 2.250 -0.50 1.46 -0.50 -0.1904
P 2.328 4.507 0.888 0.90 -6.58 1.19 1.1004
O 3.363 4.728 -0.155 -1.26 3.10 0.00 -0.8249
O 1.863 2.980 0.482 -0.28 0.50 0.04 -0.4096
C 2.006 2.465 -0.840 0.21 -0.28 -0.06 0.1309
C 3.155 1.482 -0.897 0.10 -0.09 0.09 -1.1991
O 0.914 4.769 1.636 0.93 2.05 -1.11 -0.4260
C -0.338 4.314 1.074 -0.57 0.08 -0.03 -0.3164
C -0.826 3.127 1.865 0.10 -0.14 0.30 -0.4800
H 2.415 6.704 3.041 0.03 0.03 0.02 0.2714
H 3.677 6.796 4.280 0.02 -0.01 -0.02 0.4120
H 2.411 5.554 4.370 0.06 -0.03 0.03 0.2831
H 4.517 5.711 2.145 0.01 -0.08 -0.04 0.3211
H 4.623 4.647 3.551 -0.03 -0.14 -0.09 0.3322
H 2.135 3.267 -1.567 0.11 0.07 0.08 0.4330
H 1.071 1.953 -1.087 -0.05 0.05 0.12 -0.1554
H 4.085 1.951 -0.574 -0.03 0.13 -0.08 0.3883
H 3.289 1.094 -1.908 -0.05 -0.02 0.01 0.4228
H 2.968 0.643 -0.222 -0.05 -0.02 -0.05 0.1859
H -0.239 4.084 0.014 0.12 -0.06 0.02 0.1767
H -1.053 5.134 1.164 0.18 0.12 0.02 0.4336
H -0.125 2.296 1.817 0.03 0.03 -0.16 0.1350
H -1.789 2.786 1.488 0.10 0.13 0.03 0.0640
H -0.932 3.388 2.920 -0.05 0.12 -0.04 0.3819
C 5.614 -4.502 5.098 0.08 0.07 -0.12 -0.9852
C 4.447 -3.536 4.996 -0.04 -0.31 0.08 -0.3312
O 4.892 -2.184 4.883 0.50 -0.43 -0.71 -0.3330
P 5.434 -1.639 3.451 -1.76 4.43 4.39 1.0722
O 4.255 -1.640 2.548 1.79 -2.15 -1.62 -0.7012
O 5.556 -0.042 3.794 0.47 -0.46 -0.34 -0.3170
C 5.042 0.957 2.904 -0.29 0.26 0.12 -0.3794
C 3.764 1.549 3.451 -0.20 -0.07 -0.01 -0.7009
O 7.002 -1.892 3.792 -0.76 -1.28 -1.78 -0.3370
C 8.037 -0.972 3.395 0.47 0.00 -0.19 -0.1591
C 8.517 -0.220 4.614 -0.14 0.06 0.27 -1.1252
H 6.182 -4.528 4.165 -0.02 -0.05 0.01 0.2535
H 5.261 -5.512 5.314 -0.03 0.01 -0.01 0.4044
H 6.301 -4.190 5.885 -0.05 -0.01 0.05 0.2492
H 3.802 -3.791 4.151 -0.01 0.07 0.01 0.2737
H 3.845 -3.589 5.903 -0.01 0.15 -0.01 0.3174
H 4.891 0.553 1.903 -0.07 -0.12 0.06 0.3638
H 5.806 1.737 2.826 0.08 -0.09 0.08 0.3594
H 3.014 0.775 3.616 0.06 -0.08 -0.11 0.3530
H 3.359 2.297 2.761 0.17 -0.46 0.31 0.0179
H 3.949 2.025 4.418 0.04 0.04 -0.03 0.2949
H 7.699 -0.300 2.608 -0.14 0.02 0.07 0.2420
H 8.857 -1.567 2.987 -0.13 -0.11 -0.03 0.3641
H 7.715 0.366 5.059 -0.06 0.02 -0.13 0.2644
H 9.335 0.453 4.351 0.03 -0.06 -0.05 0.3895
H 8.865 -0.916 5.378 0.09 -0.03 -0.08 0.3146

- Among the records above, which one has the highest charge?
  C50H51N8O3TeTi